1.
{"formula": "C3H8O", "method": "ωB97M-V with the def2-TZVPD basis set", "de_lowest_kj_mol": 288.0, "spin_multiplicity": 1, "homo_ev": -8.43, "largest_force_ev_per_a": 0.5, "symbols": ["C", "C", "C", "O", "H", "H", "H", "H", "H", "H", "H", "H"], "xyz": [[-1.137846, -0.638409, 0.579782], [-0.049244, -0.221588, -0.366636], [1.324543, -0.238828, 0.004278], [-0.128060, 1.683581, -0.278502], [-2.104839, -0.190338, 0.334685], [-1.239333, -1.731655, 0.512218], [-0.877088, -0.392110, 1.613832], [-0.307375, -0.316375, -1.423553], [2.052568, -0.476991, -0.771090], [0.953883, 1.154461, -0.001823], [1.562782, -0.629757, 0.994202], [-0.049986, 1.998005, -1.197393]], "atomic_forces_ev_per_a": [[0.00, 0.07, 0.03], [0.20, -0.38, 0.06], [-0.15, -0.47, -0.04], [0.28, -0.03, -0.32], [0.22, -0.05, 0.02], [0.06, 0.21, -0.01], [-0.02, 0.00, -0.19], [0.08, 0.13, 0.22], [-0.14, 0.16, 0.13], [-0.39, 0.16, -0.10], [-0.06, 0.15, -0.15], [-0.06, 0.04, 0.35]], "lowdin_charge": [-0.082, -0.278, -0.124, -0.170, 0.080, 0.090, 0.087, 0.119, 0.054, 0.110, 0.060, 0.054]}

---

2.
{"formula": "C22H30BrF4N6O2SeSr", "method": "ωB97M-V with the def2-TZVPD basis set", "de_lowest_kj_mol": 59.9, "spin_multiplicity": 1, "homo_ev": -4.28, "charge": -1, "largest_force_ev_per_a": 1.2, "symbols": ["Sr", "C", "N", "C", "C", "C", "N", "C", "C", "F", "C", "F", "C", "C", "F", "C", "F", "H", "H", "H", "H", "H", "H", "H", "H", "H", "H", "H", "N", "C", "C", "C", "C", "N", "C", "N", "N", "C", "O", "O", "H", "H", "H", "H", "H", "H", "H", "H", "H", "H", "H", "H", "H", "H", "Se", "C", "C", "C", "C", "C", "C", "H", "H", "H", "H", "H", "Br"], "xyz": [[0.411253, 1.155272, 0.129252], [-2.268570, 3.630213, -0.369596], [-2.122258, 2.200458, -0.124588], [-2.338252, 1.448402, -1.358719], [-3.016050, 1.727624, 0.952672], [-2.298227, 0.908242, 2.023893], [-1.447218, -0.067219, 1.378905], [-1.269989, -1.304117, 1.836931], [-0.410284, -2.154562, 1.086296], [0.158791, -1.619645, -0.035273], [-0.118145, -3.450019, 1.410052], [0.712730, -4.150380, 0.607420], [-0.655985, -4.060438, 2.532866], [-1.492295, -3.267843, 3.294379], [-2.050368, -3.791360, 4.409087], [-1.793726, -1.959782, 2.982701], [-2.615687, -1.295515, 3.839525], [-1.567802, 3.944821, -1.143191], [-2.022235, 4.185403, 0.533726], [-3.290666, 3.885766, -0.691374], [-3.348261, 1.607514, -1.766348], [-2.215638, 0.382779, -1.160188], [-1.616282, 1.757228, -2.120302], [-3.813823, 1.117526, 0.512150], [-3.493564, 2.592032, 1.422507], [-3.067702, 0.486744, 2.672852], [-1.703267, 1.596424, 2.646206], [-0.429501, -5.080444, 2.798513], [3.224722, -1.439479, -4.278662], [3.071968, -0.762342, -3.004071], [4.286610, 0.044010, -2.507519], [5.418970, -0.783626, -1.896607], [6.291848, 0.016274, -0.931880], [5.535146, 0.658760, 0.122574], [4.971930, 1.859076, 0.040699], [5.301410, 2.711461, -0.964496], [4.147226, 2.251723, 0.971117], [1.902217, 0.259415, -3.064905], [1.496626, 0.634102, -4.160712], [1.516065, 0.683242, -1.918328], [4.113187, -1.921259, -4.342051], [3.148146, -0.758602, -5.026446], [2.828315, -1.487081, -2.221413], [3.876868, 0.679065, -1.720355], [4.637909, 0.703798, -3.312062], [6.076070, -1.223813, -2.652984], [4.978499, -1.608503, -1.330577], [6.881389, 0.771037, -1.458287], [7.011835, -0.641690, -0.444105], [5.120886, 0.041480, 0.816384], [5.632943, 2.294879, -1.818433], [4.640871, 3.459222, -1.113168], [3.720719, 1.552014, 1.608894], [3.575286, 3.070641, 0.833160], [2.511681, 0.187323, 2.378506], [3.670384, -1.291660, 2.037890], [3.417118, -2.214270, 1.017061], [4.306158, -3.247322, 0.752336], [5.474739, -3.381697, 1.491942], [5.732822, -2.479342, 2.515810], [4.841080, -1.450462, 2.789378], [2.506752, -2.120218, 0.437716], [4.085256, -3.955660, -0.037956], [6.166554, -4.187493, 1.279938], [6.632580, -2.580056, 3.112071], [5.042627, -0.750908, 3.591458], [1.209007, 3.956929, 0.786189]], "atomic_forces_ev_per_a": [[0.16, -0.28, -0.03], [0.02, 0.00, 0.00], [0.02, -0.02, -0.01], [0.00, 0.01, -0.04], [-0.01, 0.01, 0.00], [-0.05, -0.02, -0.07], [0.08, 0.02, -0.08], [-0.02, 0.02, 0.05], [0.01, -0.03, 0.00], [0.03, 0.06, -0.02], [-0.01, -0.01, 0.00], [-0.02, 0.00, 0.01], [0.01, 0.00, 0.00], [-0.01, -0.01, 0.01], [0.01, 0.00, 0.00], [-0.02, 0.02, -0.02], [0.01, -0.01, 0.00], [0.00, 0.00, 0.00], [0.00, 0.00, 0.00], [0.00, 0.00, 0.00], [0.00, 0.00, 0.00], [0.00, 0.00, 0.00], [0.00, -0.02, 0.00], [0.00, 0.00, 0.00], [0.00, 0.00, 0.00], [0.02, 0.00, 0.04], [-0.01, 0.00, 0.00], [0.00, 0.00, 0.00], [0.10, -0.10, 0.07], [-0.09, 0.38, 0.03], [-0.04, -0.11, 0.23], [-0.14, 0.00, -0.11], [0.22, -0.04, -0.16], [0.04, -0.32, 0.15], [-0.09, 0.39, -0.11], [0.13, 0.05, -0.17], [0.55, 0.70, -0.24], [0.03, -0.01, 0.08], [0.04, -0.03, -0.02], [-0.05, -0.15, -0.11], [0.02, 0.07, -0.02], [-0.11, -0.01, 0.02], [-0.06, -0.05, -0.04], [-0.01, -0.03, -0.06], [0.04, -0.08, -0.02], [-0.06, -0.02, -0.04], [0.00, -0.02, -0.03], [0.00, 0.00, 0.03], [0.02, -0.02, -0.03], [0.10, 0.02, 0.02], [-0.05, 0.03, 0.01], [0.00, 0.03, 0.03], [0.00, -0.14, 0.24], [-0.25, 0.35, -0.07], [-0.64, -0.79, 0.61], [-0.06, 0.03, -0.11], [-0.05, -0.05, 0.00], [-0.03, 0.01, 0.02], [0.01, 0.00, 0.01], [0.04, -0.03, -0.01], [0.00, 0.03, -0.04], [0.04, 0.00, -0.02], [-0.05, 0.02, 0.00], [0.00, 0.01, 0.01], [0.00, 0.01, 0.00], [0.01, -0.01, 0.01], [0.15, 0.10, -0.03]], "lowdin_charge": [1.055, -0.137, -0.352, -0.124, -0.198, -0.243, -0.115, -0.222, -0.175, -0.004, -0.237, 0.066, 0.027, -0.236, 0.061, -0.139, 0.046, 0.075, 0.067, 0.086, 0.089, 0.080, 0.088, 0.117, 0.113, 0.104, 0.116, 0.118, 0.047, -0.321, -0.162, -0.164, -0.171, 0.104, -0.474, 0.191, 0.139, -0.645, 0.018, -0.275, 0.057, 0.064, 0.136, 0.087, 0.126, 0.113, 0.094, 0.114, 0.120, 0.111, 0.085, 0.121, -0.118, -0.029, 0.617, -0.679, -0.139, -0.106, -0.116, -0.110, -0.162, 0.081, 0.106, 0.091, 0.094, 0.092, -0.264]}

---

3.
{"formula": "C4H2N5OS", "method": "ωB97M-V with the def2-TZVPD basis set", "spin_multiplicity": 3, "homo_ev": [-0.96, -5.27], "charge": -1, "s_squared": 2.0342, "largest_force_ev_per_a": 3.6, "symbols": ["C", "C", "C", "C", "N", "N", "N", "N", "N", "O", "S", "H", "H"], "xyz": [[-0.677519, -1.160144, 0.265499], [-0.910738, 1.023497, -0.313639], [-0.003230, 0.034918, -0.025354], [3.783897, -0.652270, -0.227486], [-1.963758, -1.216751, 0.104901], [3.935569, 0.524373, 0.019267], [3.097871, 1.606372, 0.083019], [1.863211, 1.380851, 0.098927], [1.344870, 0.157805, 0.030197], [4.032363, -1.805908, -0.253337], [-2.529606, 0.311615, -0.220890], [-0.081980, -2.094406, 0.569634], [-0.849419, 1.989615, -0.647661]], "atomic_forces_ev_per_a": [[2.48, -2.49, 0.16], [-3.58, 0.62, -0.11], [2.71, -0.94, 0.78], [0.52, -1.39, 0.93], [-0.69, -1.25, 0.62], [0.41, 0.18, -0.42], [0.96, 0.24, 0.12], [-3.56, 0.41, -0.52], [1.24, -0.55, 0.60], [-0.56, 0.32, -0.57], [0.42, 1.41, -0.46], [-1.02, 1.41, -0.54], [0.68, 2.04, -0.62]], "lowdin_charge": [-0.325, -0.372, -0.469, -0.363, -0.388, 0.038, -0.083, -0.103, 0.060, 0.090, 0.790, 0.122, 0.004]}

---

4.
{"formula": "C4H9NO", "method": "ωB97M-V with the def2-TZVPD basis set", "de_lowest_kj_mol": 216.3, "spin_multiplicity": 1, "homo_ev": -9.36, "largest_force_ev_per_a": 0.3, "symbols": ["C", "N", "C", "C", "C", "O", "H", "H", "H", "H", "H", "H", "H", "H", "H"], "xyz": [[-1.931960, 0.608170, -0.086917], [-0.534832, 0.371473, -0.427364], [-0.223835, -1.047286, -0.526739], [0.329515, -0.235351, 0.577417], [1.801602, 0.136006, 0.518878], [2.223932, 0.383159, -0.800635], [-2.535794, 0.336511, -0.959565], [-2.280650, -0.004099, 0.762457], [-2.115867, 1.661757, 0.140521], [-1.028947, -1.742403, -0.292592], [0.423088, -1.320335, -1.354858], [-0.081692, -0.383307, 1.578513], [2.383459, -0.718971, 0.883453], [2.022478, 0.992085, 1.175787], [1.549496, 0.962584, -1.188363]], "atomic_forces_ev_per_a": [[-0.13, 0.06, 0.04], [-0.06, 0.03, -0.04], [0.00, -0.30, -0.13], [0.08, -0.05, 0.12], [-0.06, -0.09, 0.31], [-0.10, 0.24, -0.11], [0.04, 0.12, 0.14], [0.12, 0.09, -0.10], [0.13, -0.12, 0.02], [0.11, 0.08, -0.05], [-0.07, -0.05, 0.13], [0.03, 0.02, -0.19], [-0.06, 0.15, -0.01], [-0.12, -0.08, -0.10], [0.09, -0.11, -0.02]], "lowdin_charge": [-0.104, -0.134, -0.116, -0.268, -0.234, -0.071, 0.085, 0.082, 0.078, 0.108, 0.110, 0.141, 0.122, 0.115, 0.085]}

---

5.
{"formula": "F2HISi", "method": "ωB97M-V with the def2-TZVPD basis set", "de_lowest_kj_mol": 318.6, "spin_multiplicity": 1, "homo_ev": [-10.32, -9.50], "largest_force_ev_per_a": 3.4, "symbols": ["F", "F", "Si", "I", "H"], "xyz": [[-0.227681, 1.250175, -1.161243], [0.076793, 1.161811, 1.372568], [0.003806, 0.216934, 0.133992], [-1.884780, -1.335235, -0.022731], [2.031863, -1.293683, -0.322585]], "atomic_forces_ev_per_a": [[0.55, -1.44, 1.81], [0.05, 0.14, 0.67], [0.78, -0.60, -3.27], [0.40, 0.39, 0.29], [-1.78, 1.52, 0.50]], "lowdin_charge": [-0.276, -0.182, -0.012, 0.408, 0.062]}

---

6.
{"formula": "C6H24O7", "method": "ωB97M-V with the def2-TZVPD basis set", "de_lowest_kj_mol": 251.2, "spin_multiplicity": 1, "homo_ev": -9.06, "largest_force_ev_per_a": 2.7, "symbols": ["C", "C", "C", "C", "C", "C", "H", "H", "H", "H", "H", "H", "H", "H", "H", "H", "O", "H", "H", "O", "H", "H", "O", "H", "H", "O", "H", "H", "O", "H", "H", "O", "H", "H", "O", "H", "H"], "xyz": [[-2.848007, -0.585398, -0.128147], [-1.566379, -0.932778, -0.021597], [-0.449294, -0.611879, -0.907252], [0.738863, -0.126033, -0.097932], [0.744038, 1.061594, 0.467439], [1.938290, 1.673584, 1.282335], [-3.483454, -0.864232, 0.700802], [-3.331938, 0.004130, -0.893467], [-1.373702, -1.451110, 0.941370], [-0.614962, -0.026808, -1.814980], [-0.096591, -1.505550, -1.437281], [1.642900, -0.749398, -0.112091], [0.016750, 1.851752, 0.320378], [2.761722, 1.746088, 0.548811], [2.316964, 1.074841, 2.084004], [1.685483, 2.697255, 1.529653], [3.330034, -2.360882, -1.123399], [2.376590, -2.510822, -1.055815], [3.542793, -2.305110, -0.180438], [-0.557450, -1.379878, 3.000676], [-0.852212, -0.461780, 3.042264], [-0.037615, -1.743344, 3.723447], [-1.267382, 1.360197, -3.623220], [-0.463445, 0.824813, -3.654413], [-1.017894, 2.281289, -3.503841], [-2.174245, 1.027343, 3.238629], [-1.674301, 1.828911, 3.443435], [-2.476654, 0.961592, 2.323761], [1.511156, -2.727029, 0.698320], [0.725178, -2.530794, 1.241449], [1.727324, -3.617808, 1.006631], [1.896264, 0.215206, -3.198337], [2.517141, -0.376385, -2.754033], [2.086628, 1.101549, -2.876923], [-2.457689, 2.473411, -0.412477], [-2.898738, 1.706702, -0.780391], [-1.916165, 2.976761, -1.017368]], "atomic_forces_ev_per_a": [[0.05, -0.04, 0.56], [-1.50, 0.01, 0.89], [1.75, -0.82, -1.08], [0.10, 0.29, -0.95], [1.73, 1.56, 1.36], [-0.41, -0.46, -2.58], [-0.32, -0.09, -0.06], [0.20, -0.24, -0.44], [0.40, 0.17, -0.96], [-0.70, 0.68, 0.74], [-0.13, -0.51, 0.45], [-0.59, 0.43, 0.45], [-0.81, -0.67, -0.07], [-0.02, 0.08, 0.37], [-0.13, -0.22, 0.70], [0.06, 0.01, 0.58], [0.01, 0.12, 0.05], [0.13, -0.08, -0.18], [0.18, 0.10, -0.33], [0.17, -1.28, -0.96], [0.17, 0.15, 0.88], [-0.29, 0.96, 0.22], [-0.30, -0.09, 0.01], [0.14, 0.32, -0.05], [0.27, -0.18, -0.11], [0.19, -0.62, 0.60], [-0.38, -0.09, -0.79], [0.35, 0.73, -0.03], [-0.70, -0.89, 1.07], [0.18, 0.46, -0.22], [0.16, 0.00, -0.24], [-0.19, 0.00, -0.18], [-0.01, 0.08, 0.08], [0.15, -0.12, 0.14], [-0.16, 0.56, 1.35], [0.49, 0.21, -0.67], [-0.21, -0.47, -0.60]], "lowdin_charge": [-0.003, -0.180, -0.201, -0.147, -0.134, -0.080, 0.058, 0.051, 0.087, 0.083, 0.114, 0.082, 0.084, 0.069, 0.054, 0.054, -0.077, 0.004, 0.032, -0.067, 0.002, 0.048, -0.058, 0.012, 0.035, -0.050, 0.059, 0.033, -0.076, 0.045, 0.073, -0.044, 0.031, 0.042, -0.052, -0.008, 0.027]}

---

So what do the calculations give for calculated total energy? Going down the list: -5285.1659; -183438.1060; -24509.4478; -7830.0782; -21430.3960; -20941.9243 eV.